Below is a 12-piece molecular cluster, C23H51Cl2N2O14PSSi overall, with properties calculated with ωB97M-V with the def2-TZVPD basis set.

The calculation puts the molecular weight at 741.7 Da. As for the gap between HOMO and LUMO: 8.7 eV. The value obtained for the HOMO energy is -8.708 eV. The value obtained for the total energy is -109373.881 eV. The maximum force comes out at 0.88 eV/Å. The LUMO energy is 0.00004 hartree. Its SMILES is CCC(=O)OCCc1c(P(N)O)ccc2c1Sc1cc(/C(Cl)=C(/C)Cl)ccc1N2[Si](C)(C)C.O.O.O.O.O.O.O.O.O.O.O.

```
! wB97M-V def2-TZVPD RIJCOSX def2/J DEFGRID3
* xyz 0 1
C -5.016 -2.147 2.674
C -4.872 -0.702 3.156
C -4.751 0.323 2.053
O -5.118 1.467 2.176
O -4.191 -0.153 0.916
C -3.152 0.650 0.311
C -2.292 1.381 1.333
C -1.045 1.920 0.673
C -0.942 3.231 0.189
P -2.231 4.557 0.201
N -2.180 5.106 1.840
O -3.613 3.670 0.200
C 0.241 3.646 -0.403
C 1.335 2.803 -0.543
C 1.245 1.502 -0.082
C 0.065 1.072 0.515
S 0.016 -0.619 1.076
C 0.882 -1.335 -0.285
C 0.481 -2.534 -0.842
C 1.183 -3.061 -1.917
C 0.741 -4.326 -2.542
Cl 1.171 -5.777 -1.683
C 0.030 -4.415 -3.664
C -0.438 -5.670 -4.322
Cl -0.418 -2.956 -4.482
C 2.285 -2.379 -2.412
C 2.671 -1.172 -1.863
C 1.974 -0.640 -0.786
N 2.359 0.621 -0.252
Si 3.492 0.586 1.134
C 2.729 1.114 2.754
C 4.850 1.833 0.751
C 4.288 -1.088 1.294
H -6.002 -2.318 2.246
H -4.273 -2.390 1.917
H -4.884 -2.830 3.512
H -5.748 -0.422 3.736
H -3.981 -0.619 3.782
H -3.591 1.359 -0.387
H -2.528 -0.058 -0.229
H -2.842 2.183 1.807
H -2.013 0.661 2.109
H -1.249 5.506 1.944
H -2.188 4.330 2.503
H -4.256 3.990 0.844
H 0.355 4.653 -0.791
H 2.243 3.153 -1.014
H -0.388 -3.054 -0.459
H -0.529 -5.523 -5.395
H 0.236 -6.503 -4.145
H -1.425 -5.962 -3.959
H 2.822 -2.787 -3.258
H 3.509 -0.608 -2.253
H 2.152 0.336 3.249
H 3.546 1.386 3.425
H 2.138 2.019 2.598
H 4.759 2.701 1.409
H 4.777 2.207 -0.270
H 5.839 1.412 0.930
H 3.589 -1.875 1.584
H 4.789 -1.411 0.381
H 5.038 -1.013 2.084
O 4.496 -0.134 5.496
H 3.687 0.013 5.997
H 5.149 0.428 5.924
O 0.256 -5.595 1.771
H 0.903 -5.940 2.393
H 0.683 -5.651 0.910
O -0.481 -8.661 -2.317
H -1.325 -8.464 -1.899
H 0.126 -8.005 -1.956
O 4.003 -0.518 -4.722
H 4.449 -1.364 -4.820
H 3.063 -0.734 -4.708
O -1.465 2.928 4.090
H -0.981 2.099 4.015
H -2.387 2.663 4.187
O -0.553 2.421 -3.216
H 0.025 2.327 -2.450
H 0.039 2.550 -3.967
O -0.574 5.652 -3.158
H -0.155 4.784 -3.167
H -1.507 5.449 -3.040
O -2.191 -4.101 3.441
H -2.373 -3.343 2.878
H -1.623 -4.666 2.901
O -0.574 0.795 -5.803
H -0.841 0.818 -4.875
H -1.402 0.847 -6.290
O 2.277 1.814 -3.374
H 2.983 1.814 -4.031
H 2.382 0.970 -2.921
O -2.436 8.290 2.565
H -1.973 7.453 2.462
H -3.359 8.028 2.614
*
```

***

Below is one molecule with the formula C2H3NOS at a distorted geometry, with properties calculated with ωB97M-V with the def2-TZVPD basis set.

The calculation puts the molecular weight at 89.1 Da. As for the gap between HOMO and LUMO (spin up / spin down): 7.9 / 7.9 eV. The value obtained for the HOMO energy (spin up / spin down) is -7.883 / -7.885 eV. The value obtained for the total energy is -16492.539 eV. The maximum force comes out at 4.17 eV/Å. The LUMO energy (spin up / spin down) is -0.00026 / -0.00023 hartree.

```
! wB97M-V def2-TZVPD RIJCOSX def2/J DEFGRID3
* xyz 0 1
C -0.776 1.383 -0.527
C 0.272 -0.765 0.099
N -0.155 0.255 -0.491
O -3.171 0.327 -0.700
S -2.483 1.649 -0.697
H -0.277 2.284 -0.568
H 0.714 -1.499 -0.578
H 0.202 -1.150 1.157
*
```

***

Below is a 5-piece molecular cluster, H10O5 overall, with properties calculated with ωB97M-V with the def2-TZVPD basis set.

The calculation puts the molecular weight at 90.1 Da. As for the gap between HOMO and LUMO: 11.1 eV. The value obtained for the HOMO energy is -10.864 eV. The value obtained for the total energy is -10399.891 eV. The maximum force comes out at 0.30 eV/Å. The LUMO energy is 0.00885 hartree. Its SMILES is O.O.O.O.O.

```
! wB97M-V def2-TZVPD RIJCOSX def2/J DEFGRID3
* xyz 0 1
O -9.407 22.629 10.637
H -8.791 22.024 10.196
H -10.226 22.546 10.137
O -5.937 21.013 11.285
H -6.444 20.687 10.532
H -5.810 20.238 11.851
O -8.129 20.623 8.814
H -7.946 19.677 8.858
H -8.002 20.857 7.886
O -3.249 22.685 12.438
H -2.657 22.613 11.683
H -4.034 22.183 12.178
O -5.982 18.508 13.131
H -6.788 18.290 13.614
H -5.270 18.393 13.772
*
```

***

Below is one molecule with the formula C5H3N at a distorted geometry, with properties calculated with ωB97M-V with the def2-TZVPD basis set.

The calculation puts the molecular weight at 77.1 Da. As for the gap between HOMO and LUMO: 9.4 eV. The value obtained for the HOMO energy is -9.524 eV. The value obtained for the total energy is -6717.959 eV. The maximum force comes out at 4.13 eV/Å. The LUMO energy is -0.00448 hartree.

```
! wB97M-V def2-TZVPD RIJCOSX def2/J DEFGRID3
* xyz 0 1
C -0.538 -0.274 -0.215
C -1.515 -0.368 0.479
C -3.241 0.687 -0.488
C 1.712 0.120 0.384
C 0.866 -0.325 -0.549
N -2.735 0.117 0.397
H 2.807 0.221 0.174
H 1.334 0.583 1.290
H 1.309 -0.760 -1.472
*
```

***

Below is C44H49ClF12N2O2SiTc as an isolated structure at a distorted geometry, with properties calculated with ωB97M-V with the def2-TZVPD basis set.

The calculation puts the molecular weight at 1027.4 Da. As for the gap between HOMO and LUMO (spin up / spin down): 7.7 / 7.7 eV. The value obtained for the HOMO energy (spin up / spin down) is -11.181 / -11.183 eV. The value obtained for the total energy is -108705.194 eV. The maximum force comes out at 1.90 eV/Å. The LUMO energy (spin up / spin down) is -0.12858 / -0.12883 hartree.

```
! wB97M-V def2-TZVPD RIJCOSX def2/J DEFGRID3
* xyz 1 1
Tc 0.064 0.996 -0.078
C 7.165 0.980 -0.734
C 5.752 1.040 -0.269
C 5.433 1.271 1.058
C 4.125 1.203 1.482
C 3.064 0.915 0.621
N 1.768 0.610 1.242
C 1.624 1.361 2.481
C 2.088 0.747 3.647
C 1.952 1.319 4.893
C 1.318 2.546 5.024
C 0.988 3.130 6.356
C 0.946 3.206 3.861
C 1.097 2.657 2.588
C 0.697 3.515 1.384
O 0.209 2.844 0.301
C 1.926 4.378 0.970
F 2.879 3.622 0.425
F 1.609 5.325 0.101
F 2.481 4.977 2.031
C -0.431 4.549 1.707
F -0.066 5.607 2.424
F -0.975 5.001 0.586
F -1.433 3.947 2.388
C 3.362 0.814 -0.752
C 4.697 0.868 -1.152
C 2.370 0.651 -1.907
O 1.051 0.459 -1.635
C 2.367 1.981 -2.735
F 1.656 1.845 -3.853
F 1.767 2.921 -1.997
F 3.560 2.455 -3.081
C 2.808 -0.519 -2.851
F 1.756 -1.046 -3.469
F 3.378 -1.518 -2.161
F 3.681 -0.168 -3.795
H 7.826 0.768 0.101
H 7.454 1.936 -1.166
H 7.292 0.212 -1.491
H 6.214 1.473 1.773
H 3.937 1.367 2.528
H 2.557 -0.222 3.565
H 2.324 0.794 5.759
H 1.621 2.720 7.137
H -0.048 2.888 6.596
H 1.081 4.212 6.344
H 0.526 4.190 3.985
H 4.955 0.754 -2.192
N -1.321 0.892 1.726
C -1.060 0.396 3.062
C -1.776 0.958 4.113
C -1.651 0.478 5.401
C -0.810 -0.595 5.645
C -0.106 -1.161 4.602
C -0.197 -0.672 3.294
C 0.621 -1.383 2.279
C 0.440 -2.765 2.261
C 1.190 -3.613 1.468
C 2.219 -3.075 0.723
C 2.430 -1.709 0.729
C 1.617 -0.833 1.444
H -2.109 0.331 1.383
H -1.683 1.842 1.836
H -2.446 1.784 3.917
H -2.223 0.929 6.198
H -0.701 -0.983 6.645
H 0.548 -1.996 4.794
H -0.336 -3.177 2.886
H 0.986 -4.672 1.453
H 2.865 -3.699 0.127
H 3.263 -1.340 0.160
Cl -1.081 -1.057 -0.420
C -5.656 -0.810 -1.347
C -4.257 -0.220 -1.123
C -4.234 0.423 0.275
C -4.075 0.944 -2.109
Si -2.938 -1.651 -1.394
C -3.299 -3.287 -0.367
C -4.344 -4.142 -1.091
C -3.838 -2.984 1.040
C -2.042 -4.149 -0.179
C -2.397 -1.884 -3.248
C -1.626 -0.667 -3.781
C -3.617 -2.117 -4.147
C -1.470 -3.099 -3.390
H -6.393 -0.011 -1.323
H -5.906 -1.523 -0.569
H -5.730 -1.314 -2.305
H -5.197 0.898 0.458
H -3.482 1.208 0.300
H -4.070 -0.296 1.072
H -4.788 1.733 -1.865
H -4.265 0.635 -3.132
H -3.074 1.371 -2.046
H -5.267 -3.600 -1.260
H -4.577 -5.014 -0.486
H -3.973 -4.497 -2.047
H -4.755 -2.405 1.006
H -3.098 -2.459 1.643
H -4.071 -3.922 1.543
H -1.634 -4.477 -1.126
H -2.301 -5.036 0.395
H -1.273 -3.608 0.362
H -2.239 0.225 -3.822
H -1.290 -0.877 -4.794
H -0.741 -0.460 -3.185
H -4.272 -1.253 -4.168
H -4.195 -2.978 -3.822
H -3.282 -2.298 -5.166
H -0.594 -3.004 -2.753
H -1.122 -3.173 -4.419
H -1.991 -4.023 -3.160
*
```

***

Below is C17H22ClIrO8S3 as an isolated structure at a distorted geometry, with properties calculated with ωB97M-V with the def2-TZVPD basis set.

The calculation puts the molecular weight at 678.2 Da. As for the gap between HOMO and LUMO (spin up / spin down): 5.4 / 5.5 eV. The value obtained for the HOMO energy (spin up / spin down) is -1.232 / -1.348 eV. The value obtained for the total energy is -82233.884 eV. The maximum force comes out at 1.55 eV/Å. The LUMO energy (spin up / spin down) is 0.15405 / 0.15401 hartree.

```
! wB97M-V def2-TZVPD RIJCOSX def2/J DEFGRID3
* xyz -2 1
Ir -0.442 -0.901 -0.347
C -3.495 -3.393 2.195
C -2.261 -2.939 1.439
S -2.547 -1.782 0.170
C -1.053 -3.410 1.697
C -0.808 -4.455 2.759
S 0.363 -2.847 0.860
H -4.350 -2.785 1.899
H -3.357 -3.294 3.276
H -3.732 -4.442 1.980
H -1.606 -5.202 2.786
H -0.741 -3.988 3.750
H 0.140 -4.964 2.567
O -1.742 5.150 -1.744
C -1.383 3.999 -1.640
C -2.025 2.809 -2.317
O -2.910 2.849 -3.149
C -1.356 1.625 -1.747
C -0.262 2.048 -0.962
O 0.530 1.192 -0.440
C -0.255 3.488 -0.790
O 0.491 4.157 -0.082
O -1.663 0.406 -1.855
Cl -0.850 -4.388 -2.921
C -0.763 -2.616 -3.201
C 0.680 -2.123 -2.982
O 1.500 -2.330 -3.870
O 0.920 -1.521 -1.867
H -1.445 -2.142 -2.507
H -1.060 -2.444 -4.228
C -0.667 3.068 4.355
C 0.706 2.446 4.623
C 0.858 1.069 3.974
S 0.671 1.191 2.140
O -0.360 0.103 1.895
C 2.271 0.422 1.750
C 3.428 1.407 1.894
C 3.338 2.564 0.892
H -0.793 3.994 4.921
H -1.460 2.376 4.652
H -0.788 3.296 3.295
H 0.865 2.358 5.702
H 1.485 3.108 4.230
H 0.066 0.385 4.282
H 1.825 0.627 4.218
H 2.177 0.088 0.717
H 2.363 -0.453 2.395
H 4.359 0.856 1.736
H 3.455 1.808 2.916
H 3.353 2.176 -0.128
H 4.181 3.250 1.017
H 2.411 3.127 1.009
*
```